The following is a quantum chemistry calculation of 6 unconnected molecules or ions with the total composition C19H33F2N2O19 in a non-equilibrium geometry, from the OMol25 dataset.

Computed properties:
Energy, a.u.: -2482.6829
Kohn-Sham gap, Ha: 0.261
LUMO energy, hartree: 0.0801
Total charge: -1
Energy above the lowest of the compared OMol25 structures with the same formula, charge and spin, eV: 0.383
F_max, eV Å⁻¹: 2.116

Structure (XYZ):
```
75
Properties=species:S:1:pos:R:3:mulliken_charge:R:1
O -1.142 -0.990 -2.981 -0.760
C -0.588 -1.731 -2.130 0.701
O -1.161 -2.573 -1.425 -0.735
C 0.942 -1.583 -2.021 -0.656
N 1.427 -1.193 -0.684 -0.545
N 0.396 -0.769 0.212 0.683
C 0.522 0.619 0.515 0.550
O -0.416 1.320 0.653 -0.501
F 1.748 1.104 0.600 -0.213
C 0.402 -1.494 1.398 0.468
O 0.463 -1.031 2.504 -0.591
F 0.343 -2.783 1.179 -0.220
H 1.254 -0.842 -2.746 0.266
H 1.368 -2.549 -2.285 0.271
H 2.025 -1.889 -0.272 0.274
C 0.355 -3.267 4.469 -0.548
O 0.359 -4.467 5.263 -0.333
C -0.746 -5.194 5.164 0.734
O -1.711 -4.939 4.498 -0.529
O -0.603 -6.274 5.944 -0.341
C -1.729 -7.148 5.929 -0.633
H 1.307 -2.776 4.649 0.314
H 0.272 -3.501 3.419 0.205
H -0.449 -2.602 4.775 0.327
H -1.905 -7.533 4.926 0.297
H -2.618 -6.637 6.297 0.287
H -1.494 -7.976 6.593 0.210
C -3.626 -1.719 -4.215 -0.683
O -3.206 -2.082 -5.548 -0.100
C -3.948 -2.997 -6.136 0.679
O -4.919 -3.549 -5.686 -0.580
O -3.435 -3.227 -7.361 -0.290
C -4.146 -4.203 -8.111 -0.692
H -2.932 -0.969 -3.845 0.199
H -4.634 -1.301 -4.239 0.358
H -3.582 -2.578 -3.552 0.307
H -5.174 -3.887 -8.282 0.297
H -4.129 -5.167 -7.605 0.284
H -3.639 -4.297 -9.069 0.217
C 1.307 4.376 1.456 -0.740
O 1.969 5.332 2.297 -0.325
C 3.295 5.221 2.314 0.802
O 3.944 4.419 1.703 -0.554
O 3.778 6.160 3.133 -0.319
C 5.200 6.154 3.249 -0.655
H 0.243 4.583 1.535 0.262
H 1.613 4.502 0.420 0.396
H 1.482 3.355 1.782 0.296
H 5.665 6.344 2.283 0.296
H 5.549 5.206 3.656 0.297
H 5.464 6.954 3.935 0.228
C 3.717 0.688 7.690 -0.659
O 2.673 1.116 6.819 -0.286
C 2.738 2.403 6.478 0.777
O 3.577 3.185 6.841 -0.563
O 1.717 2.667 5.671 -0.311
C 1.658 4.023 5.220 -0.353
H 3.549 -0.367 7.887 0.211
H 4.689 0.811 7.215 0.303
H 3.684 1.237 8.630 0.289
H 2.548 4.277 4.652 0.044
H 1.538 4.702 6.062 0.348
H 0.791 4.113 4.573 0.189
C -2.292 4.102 -6.447 -0.659
O -2.349 2.707 -6.171 -0.278
C -1.969 1.932 -7.189 0.704
O -1.604 2.325 -8.269 -0.577
O -2.067 0.670 -6.804 -0.102
C -1.693 -0.285 -7.798 -0.602
H -2.622 4.614 -5.547 0.218
H -1.273 4.409 -6.677 0.288
H -2.958 4.361 -7.269 0.284
H -0.651 -0.152 -8.086 0.327
H -2.341 -0.201 -8.671 0.309
H -1.820 -1.268 -7.361 0.135
```